1.
29
Properties=species:S:1:pos:R:3:forces:R:3 method="wB97M-V/def2-TZVPD" homo_ev=-8.681 total_charge=0 multiplicity=1 lumo_ha=-0.0217 smiles="Cc1nc(SCC(=O)c2cccc([N+](=O)[O-])c2)n[nH]1" homo_lumo_gap_ev=8.1
C 1.832 -4.492 1.172 0.1 0.0 0.0
C 0.690 -3.564 1.041 -0.3 0.1 0.3
N 0.374 -2.862 -0.023 0.3 -0.2 -0.2
C -0.719 -2.162 0.360 0.3 -0.5 0.5
N -1.099 -2.395 1.597 -0.5 0.5 0.1
N -0.195 -3.296 2.026 0.2 -0.1 -0.5
H -0.250 -3.660 2.964 0.0 0.0 -0.1
S -1.555 -1.076 -0.706 -0.3 0.1 -0.4
C -0.168 -0.736 -1.854 -0.2 -0.4 0.3
C 0.826 0.157 -1.152 0.0 -0.2 -0.2
O 1.966 -0.191 -0.959 0.0 0.1 0.0
C 0.320 1.466 -0.647 0.2 0.6 0.4
C -0.842 2.067 -1.116 0.0 0.1 0.0
C -1.229 3.290 -0.590 1.0 -0.5 0.4
C -0.490 3.927 0.401 -0.2 0.0 -0.2
C 0.668 3.328 0.861 0.0 -0.1 -0.1
C 1.071 2.112 0.336 -0.1 -0.1 -0.1
H 1.976 1.634 0.681 0.1 0.0 0.0
H 1.257 3.810 1.626 0.0 0.0 0.1
H -0.832 4.875 0.786 0.0 0.0 0.0
N -2.429 3.921 -1.093 -0.3 0.2 -0.1
O -2.800 4.935 -0.544 -0.2 0.3 0.1
O -2.983 3.400 -2.035 -0.2 -0.1 -0.3
H -1.460 1.618 -1.878 0.0 0.0 0.0
H 0.300 -1.685 -2.112 0.0 0.2 -0.1
H -0.603 -0.264 -2.732 0.0 0.0 0.0
H 1.720 -5.114 2.056 0.1 -0.1 0.0
H 1.896 -5.118 0.286 0.0 -0.1 0.0
H 2.758 -3.924 1.246 0.1 0.0 0.0



2.
24
Properties=species:S:1:pos:R:3:forces:R:3 method="wB97M-V/def2-TZVPD" homo_ev="-2.787 / -4.386" total_charge=-1 multiplicity=3 relative_energy_kcal_mol=0.0 lumo_ha="0.1313 / 0.0874" homo_lumo_gap_ev="6.4 / 6.8"
C 3.511 -0.196 -0.025 0.3 0.0 -0.1
C 2.796 -0.019 -1.201 0.1 0.1 -0.1
C 2.825 -0.453 1.154 0.0 -0.1 0.1
C 1.419 -0.083 -1.201 0.0 0.2 -0.2
C 1.451 -0.539 1.162 0.2 0.0 0.3
C 0.707 -0.351 -0.017 -0.7 0.0 0.1
C -2.193 1.863 0.592 -1.3 0.3 -0.5
C -1.386 -1.546 0.960 0.6 1.0 -1.0
C -2.758 0.872 -0.405 0.5 -0.3 0.0
C -1.610 0.064 -1.024 -0.3 -0.1 -0.3
C -0.717 -0.460 0.041 0.2 -1.7 -0.1
N -1.111 1.783 1.165 0.4 1.0 0.7
O -1.090 -1.585 2.152 0.2 0.0 1.1
O -2.133 -2.285 0.301 -0.7 -0.5 -0.3
H 4.592 -0.137 -0.029 0.0 0.0 0.0
H 3.325 0.172 -2.127 0.0 0.0 0.0
H 3.377 -0.589 2.075 0.0 0.0 0.1
H 0.891 0.048 -2.136 -0.1 0.0 0.0
H 0.901 -0.738 2.070 0.0 0.0 0.0
H -2.894 2.697 0.790 0.3 0.1 0.3
H -3.421 0.201 0.150 0.0 0.0 -0.1
H -3.349 1.380 -1.176 0.1 0.1 0.2
H -2.057 -0.795 -1.534 0.1 0.1 -0.2
H -1.075 0.694 -1.739 0.0 0.0 0.0



3.
22
Properties=species:S:1:pos:R:3:forces:R:3 method="wB97M-V/def2-TZVPD" homo_ev="-7.342 / -7.343" total_charge=0 multiplicity=1 relative_energy_kcal_mol=53.0 lumo_ha="-0.0182 / -0.0181" smiles="CC1=c2ccccc2=CC=CS1" homo_lumo_gap_ev="6.8 / 6.8"
C 1.901 -0.110 -2.245 -0.2 -3.4 -0.6
C 1.051 1.007 -2.235 -2.3 1.6 0.5
C 1.658 -1.152 -1.383 -0.1 1.4 0.9
C 0.199 1.224 -1.198 0.2 0.4 1.6
C 0.665 -1.048 -0.287 0.4 -1.7 0.3
C 0.098 0.275 -0.045 0.8 2.1 -0.4
C 0.343 -2.247 0.361 0.1 2.9 -1.3
C -0.718 -2.436 1.293 -1.4 -1.7 0.7
C -0.917 -1.617 2.316 -0.5 0.6 0.5
C -0.162 0.826 1.189 -1.4 -1.0 -1.0
C -0.914 2.137 1.473 0.5 -1.9 1.7
S 0.096 -0.188 2.592 0.4 -0.4 1.0
H 2.525 -0.408 -3.097 0.1 0.8 0.3
H 0.803 1.713 -3.029 1.4 -0.1 -0.2
H 2.243 -2.069 -1.381 -0.1 0.2 -0.4
H -0.166 2.273 -0.997 -0.2 -1.5 -0.8
H 0.913 -3.058 0.023 0.4 -1.4 -0.4
H -1.430 -3.351 1.276 1.5 1.4 -0.3
H -1.700 -1.801 3.055 0.1 0.2 -0.3
H -0.520 2.949 0.933 -0.1 1.1 -1.0
H -0.730 2.351 2.536 0.0 0.1 -0.3
H -1.998 1.941 1.446 0.4 0.4 -0.6



4.
30
Properties=species:S:1:pos:R:3:forces:R:3 method="wB97M-V/def2-TZVPD" homo_ev="-18.822 / -18.913" total_charge=+4 multiplicity=6 relative_energy_kcal_mol=0.0 lumo_ha="-0.5632 / -0.5632" homo_lumo_gap_ev="3.5 / 3.6"
Lu 0.169 1.016 -7.111 0.0 2.1 2.7
Sm 0.016 0.463 -0.517 0.5 0.8 -0.2
Cl -0.736 3.190 -6.790 0.6 -1.5 -0.1
Cl 1.981 -1.015 -0.554 -0.5 0.4 -0.2
C -0.734 -1.049 1.222 -1.3 -5.3 4.9
C -0.352 1.374 -9.205 -1.9 0.5 -9.4
C 0.541 -0.947 -8.431 1.3 -6.7 -5.4
O -0.913 -1.905 1.984 0.8 4.3 -3.7
O -0.571 1.369 -10.352 1.1 0.3 6.5
O 0.696 -1.812 -9.206 -0.9 5.3 4.8
C -1.265 4.125 1.785 -0.4 0.3 -0.4
P -0.455 2.584 1.293 1.4 -0.7 1.3
C 0.855 3.037 0.023 -0.4 -0.1 -0.2
C 0.634 2.142 2.722 -1.5 -0.7 -0.2
C 1.585 1.103 2.610 -0.2 -0.3 0.1
C 2.123 0.537 3.776 0.1 -0.2 -0.6
C 1.688 0.958 5.036 0.0 0.2 -0.1
C 0.668 1.907 5.132 -0.1 0.2 0.1
C 0.117 2.484 3.991 0.2 -0.3 -0.4
H -1.682 4.622 0.900 0.1 0.0 0.2
H -0.518 4.766 2.271 -0.1 -0.1 -0.2
H -2.094 3.943 2.481 0.2 -0.1 -0.2
H 1.385 3.828 0.579 0.2 -0.2 -0.7
H 1.607 2.248 -0.264 -0.1 0.8 0.5
H 0.351 3.411 -0.888 0.4 0.2 0.2
H 1.842 0.640 1.624 0.2 0.6 0.7
H 2.850 -0.279 3.691 -0.2 0.4 0.1
H 2.116 0.519 5.942 -0.2 0.1 -0.4
H 0.267 2.186 6.105 0.2 -0.1 -0.2
H -0.767 3.126 4.056 0.6 -0.1 0.2



5.
26
Properties=species:S:1:pos:R:3:forces:R:3 method="wB97M-V/def2-TZVPD" homo_ev="-7.704 / -8.129" total_charge=0 multiplicity=1 relative_energy_kcal_mol=65.9 lumo_ha="-0.0220 / -0.0068" homo_lumo_gap_ev="7.1 / 7.9"
C -1.423 -2.660 -0.275 0.1 -0.7 -0.7
C -0.753 -2.822 -1.482 -3.4 -2.6 -0.4
C -0.971 -1.641 0.541 -0.6 -0.1 0.9
C 0.264 -2.019 -1.854 1.2 -1.7 -1.7
C 0.058 -0.777 0.215 0.1 -2.0 -1.9
C 0.695 -1.023 -1.049 -0.7 1.2 1.5
C 2.219 0.578 -0.707 -1.5 -0.6 1.5
C 0.489 0.237 1.111 0.9 3.2 -0.4
C -1.337 3.244 -0.123 -0.4 -1.9 0.9
C 1.120 0.026 2.450 0.0 -2.2 1.9
C -0.680 1.861 -0.260 0.3 1.0 1.5
N 1.720 -0.238 -1.496 1.2 0.2 -0.6
O -0.121 1.492 1.030 0.0 -1.8 -0.1
Cl 3.553 1.494 -1.104 0.9 0.9 -0.1
Cl 2.874 -0.571 2.289 -1.0 0.5 0.2
H -2.209 -3.412 -0.043 0.6 1.1 0.2
H -1.220 -3.640 -2.155 1.4 1.4 0.9
H -1.438 -1.504 1.496 -0.3 0.1 0.5
H 0.865 -2.390 -2.699 -0.3 1.0 0.1
H -0.488 3.924 -0.248 -0.8 0.5 0.7
H -1.924 3.241 -1.015 -0.8 0.8 -0.6
H -2.011 3.284 0.801 1.2 0.5 -1.3
H 0.692 -0.809 3.232 0.5 1.8 -2.5
H 1.072 0.941 3.031 0.4 0.2 -0.3
H 0.124 2.107 -0.879 1.9 -0.1 -1.1
H -1.168 1.076 -0.805 -1.0 -0.5 0.5



6.
25
Properties=species:S:1:pos:R:3:forces:R:3 method="wB97M-V/def2-TZVPD" homo_ev=-12.175 total_charge=+1 multiplicity=1 relative_energy_kcal_mol=154.7 lumo_ha=-0.1667 homo_lumo_gap_ev=7.6
C -0.497 -2.710 1.530 -0.4 1.2 1.0
C -0.640 -1.514 1.521 0.2 1.3 1.0
C -0.049 -3.709 0.723 0.8 -2.5 -1.9
C 0.857 -1.889 -0.905 0.8 -0.3 -0.4
C 0.737 -0.659 -0.459 -2.4 2.5 3.3
C 0.476 -3.185 -0.458 -0.9 -3.2 2.2
C 1.243 0.468 -1.336 -2.5 0.0 1.0
C 0.790 1.902 -1.155 0.3 2.1 1.2
C -0.578 2.450 -0.673 0.6 1.5 1.1
C -0.887 2.209 0.752 -0.6 -0.9 2.6
C -0.161 -0.200 1.244 0.9 -1.8 -4.3
N -1.253 0.794 1.117 -0.3 -0.4 1.2
O 1.981 0.144 -2.187 2.0 0.0 -2.1
Cl 0.820 -4.437 -1.548 0.6 -0.6 -1.3
H -0.096 -4.854 0.961 0.1 2.5 -0.7
H 1.533 -1.927 -1.779 -0.7 0.0 0.2
H 1.463 2.154 -0.280 -0.1 0.4 -1.1
H 0.936 2.585 -2.031 1.0 -1.2 0.6
H -0.586 3.603 -0.579 0.6 -1.6 -1.1
H -1.350 2.194 -1.343 -1.2 -0.3 -0.7
H -0.056 2.462 1.408 0.5 -0.1 -0.2
H -1.685 2.729 1.289 -0.3 0.7 -1.2
H 0.690 0.194 1.713 0.7 0.6 1.3
H -1.778 0.764 2.039 0.7 0.2 -1.2
H -1.910 0.431 0.440 -0.4 -0.2 -0.4



7.
26
Properties=species:S:1:pos:R:3:forces:R:3 method="wB97M-V/def2-TZVPD" homo_ev="-2.753 / -2.753" total_charge=-1 multiplicity=3 lumo_ha="0.0881 / 0.0881" homo_lumo_gap_ev="5.1 / 5.2"
C -0.173 0.041 -3.077 0.0 -0.1 -0.6
C -1.333 0.186 -2.249 0.2 -0.7 -0.1
C -1.356 -0.913 -1.344 -0.2 -0.3 -0.1
H -2.114 0.942 -2.329 0.4 -0.2 0.0
C -0.184 -1.699 -1.561 -0.4 -0.1 -0.4
C 0.545 -1.127 -2.648 -0.8 0.2 0.0
H 1.498 -1.485 -3.022 -0.2 0.1 -0.1
H 0.182 0.787 -3.824 -0.4 -0.7 0.4
H -2.223 -1.213 -0.698 1.3 0.7 -0.5
H 0.011 -2.681 -1.090 0.0 1.0 -0.2
Pr 1.043 0.890 -1.048 -0.7 -0.1 2.5
Cl 0.601 3.389 -0.587 0.1 0.4 -0.3
C -0.159 0.907 2.955 0.1 -0.2 -0.6
C -0.248 -0.511 2.859 -0.2 0.3 -0.5
C -1.489 -0.826 2.229 0.6 0.4 -0.1
H 0.583 -1.207 3.039 -0.5 0.3 0.2
C -2.153 0.391 1.924 0.8 0.1 0.0
C -1.329 1.469 2.368 0.3 -0.5 -0.4
H -1.463 2.525 2.124 -0.1 -0.3 0.3
H 0.744 1.466 3.230 -0.5 -0.2 0.1
H -1.763 -1.816 1.861 -0.1 0.2 0.3
H -3.025 0.502 1.291 -0.2 0.0 0.2
O 3.289 0.243 -1.302 0.4 -0.1 0.6
C 3.479 -0.021 -0.049 -1.8 0.5 -0.4
O 2.512 0.064 0.784 2.3 -0.4 -1.2
H 4.526 -0.302 0.166 -0.4 0.0 0.7



8.
39
Properties=species:S:1:pos:R:3:forces:R:3 method="wB97M-V/def2-TZVPD" homo_ev=-16.759 total_charge=+3 multiplicity=1 relative_energy_kcal_mol=12.5 lumo_ha=-0.3658 homo_lumo_gap_ev=6.8
Tc 9.890 9.984 8.888 0.6 -2.6 1.5
O 14.338 13.488 10.652 0.3 -0.5 -0.2
C 13.699 12.971 11.712 -1.4 -0.5 -1.4
O 13.999 13.109 12.843 0.4 0.3 0.5
C 12.384 12.208 11.378 2.8 1.4 -1.1
C 11.461 11.911 12.293 -2.5 -0.5 3.1
N 10.490 11.176 11.731 -0.6 -0.2 0.8
N 10.763 10.980 10.438 -0.1 0.5 0.3
C 11.886 11.667 10.214 0.7 -1.3 -2.5
C 12.389 11.463 8.744 -3.3 -1.0 2.6
O 13.374 11.912 8.310 2.3 1.0 -1.1
O 11.524 10.670 8.088 0.9 0.7 -0.4
H 14.214 12.980 9.813 -0.2 0.4 0.7
H 11.334 12.173 13.356 0.5 -0.1 -0.7
H 9.633 10.843 12.199 0.7 0.2 -0.6
Se 13.548 16.956 2.831 0.4 0.1 -0.1
Sb 11.316 16.752 2.927 0.7 0.2 -0.1
Se 10.039 8.019 7.477 0.0 0.2 0.0
Se 8.221 11.001 8.243 -2.0 1.5 -1.0
Se 9.158 16.328 3.246 -1.0 -0.1 0.1
N 6.771 6.940 10.090 -2.4 0.7 -0.4
C 8.088 7.023 10.092 -1.1 0.0 1.1
N 8.806 5.938 10.077 2.3 -1.8 0.1
S 8.915 8.495 10.592 0.3 1.0 -0.5
H 6.243 6.060 10.017 0.9 0.2 0.0
H 6.059 7.716 10.165 1.9 -0.7 -0.1
H 8.532 4.945 10.090 -0.6 0.9 -0.2
H 9.812 6.018 10.283 -0.8 0.2 -0.3
I 11.814 8.691 5.870 -0.2 -0.3 -0.7
C 13.426 8.502 7.244 1.3 0.8 -0.1
C 14.718 8.895 6.787 -0.8 0.5 0.6
C 15.696 8.927 7.797 -0.3 0.6 -0.9
C 15.286 8.537 9.114 1.6 1.3 -0.9
C 13.987 8.261 9.395 -0.6 -0.1 -1.0
N 13.035 8.258 8.452 0.2 -0.3 -0.9
H 14.876 9.397 5.796 -0.1 -1.0 1.0
H 16.672 9.411 7.430 -1.3 -1.2 1.4
H 15.937 8.670 9.956 0.5 -0.3 0.1
H 13.591 8.069 10.352 0.1 -0.2 1.3